(1)
{"formula": "C2H5N3OS", "method": "ωB97M-V/def2-TZVPD", "species": ["H", "H", "N", "H", "N", "H", "C", "S", "O", "N", "H", "C"], "xyz": [[-1.47538, -0.84223, 1.17006], [0.51171, 2.62417, -0.35203], [1.47792, 1.13822, 0.53295], [-0.38858, 0.29716, -1.28209], [-0.78410, -0.52265, -0.70388], [-2.61375, 1.37579, -0.36382], [1.35024, -0.11178, 0.68648], [0.64648, -1.37610, -0.20684], [0.88177, 1.57692, -0.66541], [-2.62082, 0.59133, 0.38388], [1.67002, -0.49175, 1.71168], [-1.61904, -0.22309, 0.35658]], "forces_ev_per_a": [[0.0894, -1.5233, 1.7005], [1.8456, -4.6531, -1.5636], [-0.7877, 0.1298, -0.0151], [-1.5303, -1.3924, 1.0862], [2.0870, 0.9452, -1.4138], [0.0032, -2.1423, 0.9819], [1.4307, -0.5194, 3.0467], [-1.2261, -0.2101, -1.1146], [-1.3122, 4.9787, 1.3069], [1.6545, 1.2780, -0.6568], [0.2779, 0.7801, -1.4138], [-2.5320, 2.3286, -1.9446]], "e_tot_ev": -19504.202, "lumo_energy_ev": 0.1, "de_lowest_kcal_mol": 109.51, "total_charge": 0, "smiles": "[H]/N=C\\NS/C=N\\O", "homo_ev": -9.70, "gap_ev": 9.82}

(2)
{"formula": "C9H19N3O3", "method": "ωB97M-V/def2-TZVPD", "species": ["C", "C", "H", "H", "N", "H", "H", "H", "H", "H", "C", "H", "H", "H", "C", "H", "O", "C", "H", "H", "H", "C", "H", "H", "H", "H", "C", "N", "H", "N", "C", "O", "C", "O"], "xyz": [[-1.55547, -2.77763, 7.26017], [0.86540, -1.26922, -11.26303], [1.56360, -1.82401, -11.98228], [-1.15741, -3.38232, 8.17396], [-2.38469, -1.75790, 7.78172], [-2.40756, 0.28273, 5.57426], [-3.51369, 2.04342, 6.98681], [0.08281, -0.01283, 8.88816], [0.64316, 0.81896, -10.50871], [-3.86511, 2.49451, 5.29083], [-1.61141, 1.64308, 4.06395], [-2.41740, 1.85283, 3.38180], [-0.83722, 2.44340, 4.26117], [0.52265, 1.52945, 8.17291], [1.38270, 0.00328, -10.76275], [-2.64494, 3.15034, 6.01469], [4.99852, -0.52594, -8.74972], [5.83686, -1.17686, -8.32266], [-1.02813, 0.73706, 3.73951], [-0.19321, -1.22628, -11.51917], [3.33607, -0.70799, -10.81759], [-2.08017, 1.28939, 5.43606], [3.13487, 0.82660, -11.58327], [0.79490, -1.74018, -10.19877], [-2.08492, -3.62630, 6.80225], [-0.73966, -2.42783, 6.61061], [-3.15102, 2.25137, 5.96263], [0.06914, 0.58667, 8.10630], [3.08640, 0.79155, -9.76727], [-2.28842, -0.63287, 7.84118], [2.76666, 0.26011, -10.67032], [-0.98501, 1.33491, 6.38181], [-0.86051, 0.45142, 7.21494], [6.72219, -1.70291, -7.80017]], "forces_ev_per_a": [[1.4643, -2.8060, 1.1594], [0.4497, 0.3236, 0.7568], [-1.0303, 0.5701, 1.4008], [-0.2912, 1.4692, -1.2803], [-0.0958, -3.4276, -0.3962], [-0.5319, -0.8346, -0.6583], [-0.0425, -0.2235, -0.7350], [0.2616, -0.6101, 0.8564], [0.7525, -1.0424, 0.1619], [-2.7201, -0.0948, -2.1196], [2.8003, -1.0996, 0.9367], [-0.0379, 0.3489, -0.1338], [-1.1065, -0.3886, -0.9529], [-0.2390, -1.3104, 0.1058], [-1.7122, 0.2728, -1.2681], [1.2291, 2.2427, 0.5210], [-1.9175, 0.7816, -1.2578], [2.1766, -0.3293, 1.6681], [-0.4860, 1.0035, -0.3231], [0.1702, -0.0256, -0.4045], [-0.4615, 1.0195, 0.4756], [-2.6223, 0.2074, 0.5900], [-0.7188, -0.0017, 0.7324], [0.4200, 0.0230, -1.1010], [-0.4544, 0.8800, -0.2348], [-0.2040, 0.2938, 0.2727], [2.2770, -1.6021, 2.2907], [0.8572, 2.2003, -0.0512], [-0.0871, 0.1637, -0.3024], [-0.2111, 4.7219, 0.2485], [2.1792, -1.2739, -0.5271], [0.3604, 2.8588, -2.0953], [-0.2148, -3.8285, 2.0418], [-0.2132, -0.4821, -0.3770]], "e_tot_ev": -20234.361, "lumo_energy_ev": -7.6, "de_lowest_kcal_mol": 32.12, "total_charge": 2, "homo_ev": -14.22, "gap_ev": 6.62}